ORCA calculation (ωB97M-V with the def2-TZVPD basis set) on a structure of composition C47H41N5O3RuTe in a non-equilibrium geometry.

Geometry (Å):
Te -3.324 0.593 -1.626
Ru -0.602 0.286 -0.983
O -0.865 2.478 4.586
O -1.915 2.188 0.508
O -0.132 2.202 -1.321
N 1.405 -0.255 -0.777
N -0.796 1.191 2.206
N -1.746 3.442 -0.196
N -0.878 -1.841 -0.936
N -0.185 0.503 1.180
C -4.967 0.496 -0.279
C -4.896 -0.049 1.008
C -4.171 4.509 3.112
C -0.709 -1.509 -3.286
C -0.346 -4.554 -1.087
C -7.298 0.213 1.252
C -3.428 3.694 2.285
C 3.852 -1.460 -0.309
C -0.706 -0.141 -2.970
C -0.837 -2.600 0.171
C -0.271 6.468 -3.879
C -0.875 3.247 -1.149
C 0.630 5.415 -3.828
C -0.668 4.388 -2.082
C -4.240 -2.281 -2.496
C -0.801 -1.947 -4.605
C 0.432 4.374 -2.934
C -3.916 -0.647 -4.257
C -2.693 3.970 4.928
C -6.198 0.923 -0.801
C -4.523 -2.888 -4.830
C -0.857 -1.020 -5.630
C -2.306 2.997 2.751
C -6.064 -0.183 1.748
C -1.570 5.448 -2.132
C -7.339 0.767 -0.017
C -3.617 -0.489 1.660
C -3.793 4.649 4.442
C -1.609 2.119 1.816
C -8.545 0.035 2.070
C -1.369 6.483 -3.029
C -6.394 1.512 -2.174
C 2.230 -0.520 -1.789
C -0.671 -2.422 -2.139
C -3.910 -0.984 -2.906
C -1.943 3.137 4.100
C -0.395 -3.785 -2.229
C 3.463 -1.119 -1.596
C 3.006 -1.167 0.748
C 1.789 -0.554 0.485
C -4.538 -3.217 -3.484
C -4.346 -2.687 -1.056
C -0.588 -3.952 0.144
C -0.772 0.777 -4.016
C 0.901 -0.077 1.540
C -0.838 0.337 -5.332
C -4.219 -1.595 -5.221
H -0.118 -5.610 -1.147
H -4.796 -4.226 -3.184
H -3.330 0.208 2.450
H 3.282 -1.392 1.769
H -0.725 2.750 5.500
H -6.002 -0.607 2.745
H -4.239 -3.768 -0.952
H -3.587 -2.205 -0.447
H -2.798 -0.532 0.947
H 4.806 -1.936 -0.130
H -4.761 -3.641 -5.570
H 1.129 3.549 -2.883
H -4.358 5.291 5.106
H -2.424 5.453 -1.469
H -4.213 -1.321 -6.268
H -5.317 -2.402 -0.647
H -2.072 7.304 -3.068
H 1.491 5.404 -4.484
H -8.430 0.475 3.060
H -5.512 2.029 -2.547
H -8.290 1.095 -0.421
H -7.218 2.224 -2.153
H -0.119 7.276 -4.582
H -8.767 -1.025 2.207
H -5.035 5.030 2.726
H -9.404 0.498 1.587
H -3.712 3.581 1.250
H 1.874 -0.246 -2.774
H -6.648 0.731 -2.894
H -1.047 -2.094 1.102
H -0.885 1.064 -6.134
H 1.207 -0.088 2.580
H 4.102 -1.308 -2.446
H -3.671 0.364 -4.559
H -0.583 -4.517 1.065
H -0.847 -3.004 -4.836
H -2.400 4.076 5.967
H -0.930 -1.351 -6.657
H -0.771 1.840 -3.810
H -3.739 -1.471 2.120
H -0.200 -4.221 -3.198

Output
Net charge: +1
2S+1: 2
Energy relative to the best compared isomer or geometry (same formula, charge and spin) (kJ/mol): 0.0